DFT (ωB97M-V with the def2-TZVPD basis set) results for a cluster of 4 separate species, CH10N2O3 in total in a non-equilibrium geometry.

Output
* HOMO-LUMO gap (alpha / beta): 2.8 / 7.2 eV
* total charge: -1
* spin multiplicity: 2
* highest occupied orbital energy (alpha / beta): 1.19 / -3.33 eV

Bonds (Å) are listed after each position.
CARTESIAN COORDINATES (ANGSTROEM)
1 N -0.300 -0.390 1.642  C2 1.407, H4 0.999, H5 1.006
2 C -1.143 0.724 1.479  N1 1.407, N3 1.355, H6 1.091
3 N -1.191 1.309 0.258  C2 1.355, H7 1.007
4 H 0.052 -0.648 2.541  N1 0.999
5 H 0.033 -0.835 0.803  N1 1.006
6 H -1.657 1.099 2.365  C2 1.091
7 H -1.780 2.112 0.108  N3 1.007
8 H 0.878 0.097 -1.963  O10 0.965
9 H 0.659 0.824 -0.598  O10 0.987
10 O 1.277 0.236 -1.096  H8 0.965, H9 0.987
11 H -1.205 0.326 -1.506  O13 0.986
12 H -1.177 0.984 -2.862  O13 0.961
13 O -1.149 0.108 -2.466  H11 0.986, H12 0.961
14 H 2.214 -2.788 0.508  O16 0.963
15 H 2.249 -1.291 -0.003  O16 0.982
16 O 2.241 -1.868 0.792  H14 0.963, H15 0.982